[1]
# C19H38F3NO9P2

A 2-piece molecular cluster, C19H38F3NO9P2 overall (ωB97M-V/def2-TZVPD, the Open Molecules 2025 dataset).

Structure (XYZ):
```
72
Properties=species:S:1:pos:R:3:forces:R:3:mulliken_charge:R:1
C -2.6088 -1.2653 -3.0653 0.038 0.006 0.020 -0.612
O -3.7395 -1.6411 -2.3145 0.035 -0.095 0.041 -0.417
C -3.8076 -1.0566 -1.0261 -0.064 0.040 -0.087 0.350
C -5.0654 -0.2172 -0.8798 0.100 0.010 -0.010 -0.839
C -5.1759 0.3944 0.5258 -0.106 -0.002 -0.009 0.433
C -5.5887 1.8789 0.5644 0.140 -0.046 -0.018 -1.312
C -4.4080 2.8119 0.8373 -0.011 -0.040 0.021 -0.075
C -3.5681 2.9895 -0.4182 -0.019 -0.062 -0.049 -0.338
O -2.3599 3.6875 -0.1807 0.026 0.021 0.000 -0.480
C -1.1554 2.9268 -0.2309 -0.014 -0.059 -0.036 2.209
C -0.9460 2.3554 -1.6570 -0.075 -0.039 0.040 -1.784
C -0.0832 3.9692 0.1312 -0.058 0.076 -0.090 -1.932
O 1.0760 3.4009 0.7239 0.116 0.072 -0.092 -0.253
C 1.9674 2.8455 -0.2168 0.004 0.007 0.083 -0.246
P 3.5596 2.4272 0.6763 0.144 0.109 -0.111 -0.381
P 3.3884 0.2973 0.3095 -0.052 -0.018 0.108 0.955
O 2.0439 -0.3143 0.3428 0.108 -0.021 0.016 -0.587
O 4.1312 0.1675 -1.1038 -0.082 -0.153 0.116 -0.487
O 4.3946 -0.3845 1.3645 -0.157 -0.044 -0.063 -0.511
C -1.1454 1.7609 0.7664 -0.182 -0.033 0.172 0.303
C -1.2405 2.1258 2.2424 0.039 -0.168 0.026 -0.183
O -1.4972 3.2348 2.6245 0.239 0.214 0.096 -0.534
N -0.9526 1.0930 3.1880 -0.064 -0.124 -0.562 0.037
C 0.4355 1.1771 3.6404 -0.199 0.161 0.420 -0.896
C -1.3251 -0.2673 2.7969 0.148 0.008 0.051 -0.504
H -2.6815 -0.2313 -3.4241 -0.008 0.018 0.034 0.235
H -2.5518 -1.9309 -3.9239 -0.016 0.015 -0.033 0.313
H -1.6868 -1.3693 -2.4817 0.004 -0.021 -0.019 0.244
H -3.7975 -1.8574 -0.2781 -0.001 -0.004 0.008 0.357
H -2.9208 -0.4342 -0.8444 -0.025 -0.003 -0.005 -0.406
H -5.9243 -0.8489 -1.1134 -0.030 0.035 0.026 0.412
H -5.0503 0.5678 -1.6412 0.043 0.000 0.003 0.282
H -5.8792 -0.1886 1.1225 0.031 -0.058 -0.019 0.568
H -4.2088 0.2891 1.0333 -0.029 0.024 0.024 -0.503
H -6.3552 2.0379 1.3229 -0.012 -0.008 -0.009 0.385
H -6.0282 2.1450 -0.4025 -0.173 0.042 0.084 0.451
H -4.7535 3.7862 1.1868 0.041 0.047 -0.055 0.377
H -3.7942 2.4009 1.6421 -0.034 0.043 -0.009 -0.066
H -4.1432 3.5667 -1.1492 0.015 -0.012 -0.027 0.501
H -3.3737 2.0123 -0.8777 0.019 0.025 0.018 -0.067
H -0.0209 2.7169 -2.1048 -0.026 -0.015 -0.012 0.470
H -0.9210 1.2641 -1.6671 0.048 -0.014 0.004 0.284
H -1.7652 2.6677 -2.3042 0.031 0.068 -0.012 0.489
H 0.1990 4.5249 -0.7710 -0.036 0.044 0.032 0.533
H -0.5089 4.6604 0.8518 0.023 -0.092 0.100 0.511
H 1.5593 1.9452 -0.6833 -0.032 -0.003 -0.022 0.125
H 2.1984 3.5664 -1.0104 -0.009 0.021 0.037 0.534
H 2.9832 2.2654 1.9521 -0.100 -0.031 0.035 0.073
H 3.8834 -0.6654 -1.5318 0.047 0.063 -0.105 0.317
H 3.8916 -1.0078 1.9078 0.085 0.027 0.041 0.339
H -0.2385 1.1614 0.6323 -0.013 -0.006 -0.026 0.525
H -1.9730 1.0931 0.5136 0.027 0.006 -0.030 -0.686
H 0.6110 0.3795 4.3628 0.027 0.035 0.013 0.424
H 1.1486 1.0701 2.8146 0.013 -0.097 -0.076 0.123
H 0.6016 2.1328 4.1360 0.015 -0.002 -0.041 0.330
H -2.1085 -0.2571 2.0418 -0.030 -0.011 0.059 0.030
H -1.7271 -0.7904 3.6664 0.075 -0.008 0.026 0.301
H -0.4775 -0.8445 2.4091 -0.017 0.039 -0.122 0.270
C 6.0093 -3.0831 -0.3831 -0.102 -0.011 -0.040 -0.987
C 6.7556 -4.3966 -0.3686 0.119 0.080 0.038 -0.396
O 5.8547 -5.5138 -0.5607 -0.031 -0.027 -0.045 -0.309
C 5.4785 -5.7471 -1.8074 -0.013 -0.038 0.003 0.338
O 5.8001 -5.1474 -2.7904 -0.014 -0.003 0.043 -0.515
C 4.5472 -6.9829 -1.8476 0.038 0.048 -0.009 0.908
F 3.6020 -6.9101 -0.9050 0.008 -0.007 -0.022 -0.245
F 5.2651 -8.0948 -1.6367 -0.027 0.014 0.001 -0.253
F 3.9567 -7.0795 -3.0325 0.011 -0.013 0.027 -0.235
H 5.2163 -3.0832 0.3649 0.033 0.004 0.024 0.318
H 6.6931 -2.2646 -0.1599 -0.003 0.004 0.015 0.410
H 5.5673 -2.9030 -1.3629 0.038 -0.001 -0.010 0.304
H 7.2125 -4.5869 0.5993 -0.027 -0.024 0.001 0.328
H 7.5259 -4.4320 -1.1377 -0.037 -0.013 -0.031 0.342
```
Forces are in eV/Å.

- SMILES: COCCCCCCO[C@@](C)(COCPP(=O)(O)O)CC(=O)N(C)C.CCOC(=O)C(F)(F)F
- 2S+1: 1
- E_LUMO: 0.006 Ha

[2]
# C19H38F7IN3O9P4S

C19H38F7IN3O9P4S as an isolated structure (ωB97M-V/def2-TZVPD, the Open Molecules 2025 dataset).

Structure (XYZ):
```
82
Properties=species:S:1:pos:R:3:forces:R:3:mulliken_charge:R:1
C -1.7336 -2.4844 -3.8997 0.855 0.426 -0.177 -1.315
C -0.7848 -1.3282 -3.4021 -0.275 -1.004 -0.718 -0.446
C -1.0653 -0.9882 -1.9113 -1.811 0.451 -1.022 0.606
C -2.1052 0.1580 -1.9614 -0.142 0.611 0.229 -1.505
N 0.0983 -0.8801 -0.9558 -0.850 0.040 -0.061 0.579
P 1.2846 -2.4009 -1.2273 2.148 -1.377 0.467 -0.005
N 0.2770 -3.6887 -1.7572 1.141 0.761 0.042 -0.419
O 2.3208 -2.1399 -2.4734 -1.160 -0.301 0.051 -0.533
C -0.1806 -1.3458 0.4488 0.106 -1.420 0.847 -2.149
S -1.8150 -1.4076 1.2360 -1.806 2.384 2.167 1.631
O -1.5161 -1.3010 2.6309 1.397 -1.085 0.554 -0.740
O -2.8480 -0.4770 0.9069 -0.003 -0.391 -1.908 -0.636
C -2.5362 -3.1358 1.0905 0.896 -0.415 0.509 0.623
F -1.8561 -3.8490 2.0000 0.245 -0.191 0.325 -0.296
F -2.2866 -3.7147 -0.0811 -0.308 0.115 -0.696 -0.235
C -4.0276 -3.2091 1.5131 -0.879 -0.012 -0.908 0.565
F -4.1997 -2.6061 2.6710 0.336 0.674 0.579 -0.233
F -4.3521 -4.4857 1.7072 0.419 -0.781 -0.319 -0.303
C -5.0574 -2.6241 0.4648 -0.086 1.612 1.306 0.726
F -5.5879 -1.5341 1.0019 -0.043 0.715 0.331 -0.247
F -6.0504 -3.4292 0.2608 -0.463 -1.401 -0.657 -0.261
F -4.4946 -2.2426 -0.6692 0.539 -0.467 -0.845 -0.150
C 1.0213 -0.9258 1.3934 -1.677 0.304 -1.434 0.600
P 1.9127 -2.2722 2.3132 4.410 1.153 0.861 -0.313
O 1.7993 -3.7135 1.4797 -1.667 0.217 0.719 -0.398
O 1.3353 -2.3780 3.8469 -1.683 -0.600 -1.983 -0.430
C 1.8556 0.0158 0.3939 1.745 0.257 2.300 0.045
O 3.1737 -0.3949 0.0857 -0.448 -1.038 -0.994 -0.573
P 2.3312 1.4008 1.6281 -2.218 1.500 0.650 -0.236
P 3.7433 2.7231 0.6526 2.267 0.111 -0.752 1.050
O 4.7287 2.0830 -0.2217 0.172 -0.472 -0.499 -0.720
O 4.5642 3.4849 1.8280 -1.055 -0.039 -0.252 -0.538
O 2.9629 3.8669 -0.1989 -0.316 -0.373 1.166 -0.527
C 0.8806 0.4139 -0.7758 1.802 1.243 -0.349 3.796
C 0.1430 1.7102 -0.3812 -2.029 0.218 0.782 -2.914
C -0.7785 1.8008 0.8721 0.004 1.167 0.600 -0.222
C -0.5662 3.1499 1.6476 -0.420 -0.808 1.050 -1.084
C -0.7188 2.9399 3.1925 0.623 0.319 -0.241 -0.489
C 0.3296 3.7648 4.0104 -0.304 -0.958 -0.208 -0.618
N 1.2235 2.8488 4.7831 -0.277 0.862 0.254 -0.600
C 1.6866 0.7687 -2.0698 0.438 0.071 -0.859 -1.797
C 1.5432 2.1625 -2.7442 -0.228 -0.466 -0.970 -0.515
C 0.3240 2.3189 -3.6926 0.927 0.614 0.217 -0.950
I 3.2658 2.2629 -4.1110 -0.110 0.008 0.341 0.073
H -2.0887 -2.2542 -4.9077 -0.138 0.031 0.228 0.416
H -1.1256 -3.3846 -4.0061 -0.473 -0.159 0.250 0.329
H -2.5871 -2.6451 -3.2365 0.109 -0.094 -0.128 0.241
H 0.2312 -1.6411 -3.6632 -0.026 0.197 0.404 0.290
H -1.0126 -0.5054 -4.0812 0.283 0.360 0.579 0.537
H -1.6521 -1.8462 -1.5623 0.575 0.004 0.318 -0.215
H -1.9308 0.8757 -2.7673 0.333 -0.229 0.080 0.395
H -3.0762 -0.2973 -2.1867 0.175 -0.004 0.117 0.350
H -2.2334 0.7511 -1.0563 0.003 -0.463 0.036 0.251
H 0.2926 -4.3931 -1.0193 -0.232 0.113 -0.003 0.255
H 0.7107 -4.1137 -2.5768 -0.583 0.043 -0.199 0.344
H 2.6261 -3.0074 -2.7937 0.132 0.355 -0.225 0.451
H -0.0072 -2.4479 0.5234 -0.367 0.124 -0.727 0.850
H 0.7600 -0.2623 2.2338 -0.596 -0.378 -0.191 0.004
H 1.9719 -4.4105 2.1385 0.026 0.003 -0.293 0.352
H 0.3751 -2.5749 3.8131 0.097 0.230 0.672 0.369
H 3.2964 -1.3571 0.1294 -0.150 0.134 -0.043 0.568
H 3.0375 0.7198 2.6530 0.514 -0.125 -0.857 0.222
H 5.4555 3.5970 1.4514 -0.025 -0.145 0.319 0.371
H 3.6627 4.4619 -0.5217 -0.297 -0.032 -0.171 0.394
H -0.5128 2.0951 -1.1677 0.462 -0.453 -0.336 0.462
H 0.8615 2.5257 -0.2536 0.387 -0.578 -0.157 0.724
H -0.6774 1.0310 1.6375 0.173 -0.136 -0.379 -0.970
H -1.8400 1.8329 0.6072 0.234 -0.475 -0.202 0.636
H 0.4392 3.5549 1.5125 -0.226 0.038 -0.431 0.289
H -1.3380 3.8725 1.3645 0.429 0.083 -0.347 0.493
H -0.5455 1.8962 3.4825 -0.029 0.120 -0.199 0.184
H -1.7371 3.1800 3.5174 0.157 0.018 -0.077 0.587
H -0.2456 4.4032 4.6851 0.490 0.111 0.059 0.402
H 0.9788 4.3596 3.3565 -0.554 0.275 -0.024 0.264
H 2.1274 2.8318 4.3200 -0.074 -0.109 0.055 0.191
H 1.4016 3.3316 5.6615 0.127 -0.377 0.049 0.281
H 1.4597 0.0768 -2.8920 -0.138 -0.022 0.363 0.366
H 2.7667 0.6350 -1.9446 -0.322 -0.211 0.673 0.810
H 1.6978 3.0305 -2.1089 -0.051 -0.227 0.050 0.528
H 0.6116 3.0806 -4.4225 -0.421 -0.001 0.089 0.668
H -0.5716 2.6796 -3.1775 0.002 -0.322 -0.081 0.180
H 0.1734 1.4014 -4.2672 -0.214 0.064 0.235 0.234
```
Forces are in eV/Å.

- Net charge: +1
- 2S+1: 1
- E_LUMO: -0.108 Ha

[3]
# C19H38N11O3P3Tl

C19H38N11O3P3Tl as an isolated structure (ωB97M-V/def2-TZVPD, the Open Molecules 2025 dataset).

Structure (XYZ):
```
75
Properties=species:S:1:pos:R:3:forces:R:3:mulliken_charge:R:1
Tl -0.0939 -0.0525 -0.4948 0.048 0.103 -0.445 1.052
C -3.8358 1.7928 4.0527 -0.124 0.320 0.543 -0.796
N -3.4388 1.0781 2.8716 0.178 -0.191 -0.356 0.189
C -4.2428 0.3673 2.0415 -0.170 -0.175 -0.205 -0.670
C -3.4415 -0.0921 1.0328 -0.375 0.009 0.083 -0.632
N -2.1730 0.3241 1.2304 0.303 0.182 0.187 0.510
C -2.1850 1.0250 2.3448 0.145 0.200 0.339 -0.249
P -0.7887 1.7395 3.2675 0.097 -0.346 -0.604 -0.581
C 0.0471 2.6749 1.9532 -0.084 0.061 0.390 -0.163
N 0.6185 2.1903 0.8716 -0.160 -0.147 0.292 0.485
C 1.2571 3.2237 0.2847 0.180 0.483 0.001 -0.827
C 1.0747 4.3613 1.0257 0.184 0.036 -0.279 -0.706
N 0.3035 4.0056 2.0875 0.015 -0.318 -0.341 0.233
C -0.1793 4.8733 3.1266 -0.167 0.307 0.514 -0.825
C 0.3158 0.2922 3.2001 -0.245 0.149 0.256 -0.250
N 0.5630 -0.5000 2.1784 -0.247 0.211 0.028 0.507
C 1.4930 -1.3817 2.6048 0.171 -0.114 0.302 -0.656
C 1.8108 -1.1294 3.9115 0.199 -0.301 -0.090 -0.840
N 1.0548 -0.0657 4.2866 0.020 -0.179 -0.422 0.243
C 1.0528 0.5640 5.5791 -0.042 0.353 0.551 -0.823
H -4.9099 1.6957 4.1950 0.042 -0.027 -0.047 0.326
H -3.5899 2.8513 3.9485 -0.079 -0.072 0.076 0.292
H -3.3249 1.3980 4.9330 -0.089 0.050 -0.052 0.305
H -5.2872 0.2423 2.2292 -0.298 0.006 0.056 0.429
H -3.7096 -0.6956 0.1920 -0.116 -0.138 -0.258 0.459
H 1.7958 3.0875 -0.6284 0.107 0.052 -0.295 0.546
H 1.4257 5.3639 0.8894 0.048 0.207 -0.021 0.493
H -0.0213 5.9116 2.8390 -0.018 -0.089 -0.030 0.318
H 0.3443 4.6888 4.0674 -0.045 0.028 -0.070 0.301
H -1.2467 4.7083 3.2826 0.095 0.102 0.006 0.306
H 1.8881 -2.1308 1.9492 0.169 -0.223 -0.087 0.553
H 2.4929 -1.6085 4.5831 0.138 -0.086 0.159 0.449
H 1.7242 0.0291 6.2491 -0.040 -0.010 -0.106 0.323
H 0.0490 0.5548 6.0087 0.113 -0.001 -0.018 0.322
H 1.3920 1.5989 5.5020 -0.014 -0.082 0.047 0.304
N -0.1072 -3.1009 -0.2495 0.066 -0.139 0.056 -0.211
N -1.0610 -3.8518 -0.9271 0.262 -0.682 0.225 -0.308
C -1.9851 -3.2751 -1.7193 -0.756 0.226 -0.531 0.468
N -2.8654 -4.0695 -2.3368 -0.086 -0.155 -0.191 -0.359
N -1.9586 -1.9605 -1.7776 1.280 0.014 1.180 -0.168
N -2.7821 -1.2361 -2.5170 -0.330 -0.494 -0.254 0.850
O -2.6171 -0.0363 -2.4465 -0.154 0.522 -0.150 -0.558
O -3.6448 -1.7578 -3.2105 -0.666 -0.064 -0.583 -0.792
H 0.8349 -3.4017 -0.4742 -0.170 0.009 -0.021 0.193
H -0.2628 -3.0897 0.7533 -0.062 -0.095 -0.121 0.207
H -1.0894 -4.8626 -0.8210 0.031 0.366 0.039 0.146
H -2.7622 -5.0694 -2.3446 0.024 0.020 0.051 0.168
H -3.5228 -3.6184 -2.9688 0.233 -0.076 0.221 0.240
C -0.0909 4.5278 -3.3669 -0.163 -0.700 0.147 -1.290
P -0.6262 2.8126 -2.9789 -0.758 0.934 -0.571 0.978
C -1.2463 2.1326 -4.5585 0.283 0.224 0.653 -1.154
C -2.0648 2.9766 -1.8603 0.569 -0.160 -0.366 -0.592
O 0.4810 2.0096 -2.4095 0.565 -0.365 0.239 -0.501
H -0.8619 5.0730 -3.9033 -0.076 0.090 -0.054 0.391
H 0.8039 4.4503 -3.9798 0.043 0.021 -0.132 0.363
H 0.1743 5.0583 -2.4548 -0.072 -0.019 0.114 0.323
H -2.1054 2.6793 -4.9290 -0.173 0.109 -0.047 0.380
H -1.5184 1.0972 -4.3774 -0.076 -0.092 -0.019 0.187
H -0.4434 2.1738 -5.2907 0.076 0.006 -0.041 0.377
H -2.8134 3.6423 -2.2777 -0.110 0.103 -0.066 0.477
H -1.7170 3.3591 -0.9015 0.062 0.062 0.038 0.079
H -2.4882 1.9861 -1.7172 -0.073 0.032 0.055 0.109
C 3.9150 -2.2545 -0.9345 -0.307 0.342 0.122 -1.438
P 3.0681 -0.6348 -0.5968 0.949 -0.110 -0.166 0.808
C 3.4094 0.2129 -2.1991 -0.189 -0.151 0.322 -1.161
C 4.3858 0.1498 0.4390 -0.378 -0.162 -0.128 -1.374
H 4.9402 -2.1096 -1.2697 0.085 -0.001 -0.041 0.412
H 3.3621 -2.7904 -1.7042 -0.005 -0.097 -0.064 0.341
H 3.9204 -2.8526 -0.0242 0.040 -0.097 0.035 0.374
H 4.4697 0.1998 -2.4479 0.065 -0.022 0.001 0.450
H 3.0524 1.2373 -2.1325 -0.047 0.115 -0.073 0.236
H 2.8408 -0.2766 -2.9866 -0.044 -0.001 -0.108 0.327
H 5.3645 0.0691 -0.0311 0.074 0.011 -0.043 0.428
H 4.4106 -0.3370 1.4119 0.034 0.008 0.108 0.373
H 4.1369 1.1985 0.5844 0.013 0.110 0.061 0.301
```
Forces are in eV/Å.

- Net charge: +1
- Relative energy (zero: lowest compared OMol25 entry of this formula, charge and spin): 0.970 eV
- 2S+1: 1
- E_LUMO: -0.067 Ha

| no. | molar mass (g/mol) | F_max (eV Å⁻¹) |
| --- | --- | --- |
| 1 | 543.45 | 0.6 |
| 2 | 868.38 | 4.6 |
| 3 | 765.89 | 1.7 |